Record 1
The following is a DFT calculation (ωB97M-V/def2-TZVPD) of 2 unconnected molecules or ions with the total composition C3H7O4.

Results
Relative energy (zero: lowest compared OMol25 entry of this formula, charge and spin) = 0.581 eV
Net charge = -1
Multiplicity = 1
E_HOMO = -4.15 eV
Calculated total energy = -419.5258 a.u.

```
14
Properties=species:S:1:pos:R:3:forces:R:3:lowdin_charge:R:1
O -0.45889 -1.82215 -1.78028 0.30 -0.37 0.27 -0.08
O -0.67961 -1.59191 0.46927 0.19 -0.14 0.03 -0.08
H -0.30112 2.20671 0.12001 0.34 0.19 -0.30 0.10
C 0.16228 1.24362 -0.14998 -0.51 0.37 -0.07 -0.29
O 1.12768 -1.23334 2.51704 0.23 0.07 0.82 -0.10
H 0.68325 -0.38697 2.64045 0.04 -0.22 -0.18 0.01
O 1.39376 1.43315 -0.84001 0.11 0.29 0.02 -0.08
H 0.38165 0.76037 0.80167 -0.01 -0.26 -0.05 0.09
H -1.82114 0.42531 -0.53589 -0.12 0.68 -0.07 0.10
H -0.82054 0.45647 -2.02321 0.14 0.81 -0.01 0.09
C -0.80779 0.40432 -0.93621 0.07 -2.68 0.83 -0.12
C -0.56349 -1.19666 -0.70916 -0.70 1.16 -0.69 -0.71
H 1.27233 1.10211 -1.73357 -0.02 -0.10 0.03 0.07
H 0.43162 -1.80103 2.15987 -0.06 0.22 -0.63 0.00
```
Positions in Å, forces in eV/Å.

***

Record 2
The following is a DFT calculation (ωB97M-V/def2-TZVPD) of 2 unconnected molecules or ions with the total composition C3H7O4P.

Results
Relative energy (zero: lowest compared OMol25 entry of this formula, charge and spin) = 2.290 eV
Net charge = 0
Multiplicity = 1
E_HOMO = -8.89 eV
Calculated total energy = -760.7546 a.u.

```
15
Properties=species:S:1:pos:R:3:forces:R:3:lowdin_charge:R:1
O -0.97876 0.11807 -0.98017 0.42 1.98 -0.76 -0.08
O -2.34085 -0.91480 1.24445 0.58 -2.22 2.20 0.01
C -2.86192 0.07120 0.54773 0.01 1.40 -2.30 -0.23
O 0.94188 -0.57497 0.43614 2.50 -0.83 1.30 0.01
H 0.14145 -0.33234 -0.02857 -1.15 0.50 -0.74 0.00
P 3.60937 -0.60232 0.77837 0.35 -0.12 -1.04 0.84
C 2.02451 0.03102 -0.06833 -0.57 -0.07 -0.35 -0.79
H -0.39914 0.91771 -1.30110 -1.55 -2.03 0.72 0.16
H -3.84260 0.45299 0.94439 1.21 -0.37 -0.70 0.14
O 1.95289 0.87636 -0.93577 0.07 -0.31 0.37 0.00
H -2.64707 1.43053 -1.20016 0.55 -1.70 1.55 0.14
H 4.29262 -1.10116 -0.46315 -0.85 0.71 1.12 -0.07
H -1.83579 -1.64858 0.84171 -0.43 1.12 -0.36 0.13
H 4.17057 0.70112 0.71783 0.14 -0.24 -0.09 -0.11
C -2.22716 0.57518 -0.53336 -1.30 2.19 -0.92 -0.16
```
Positions in Å, forces in eV/Å.

***

Record 3
The following is a DFT calculation (ωB97M-V/def2-TZVPD) of 2 unconnected molecules or ions with the total composition C3H7O4PS.

Results
Relative energy (zero: lowest compared OMol25 entry of this formula, charge and spin) = 0.144 eV
Net charge = -2
Multiplicity = 1
E_HOMO = -0.29 eV
Calculated total energy = -1159.0957 a.u.

```
16
Properties=species:S:1:pos:R:3:forces:R:3:lowdin_charge:R:1
C -0.73411 -0.16644 1.07276 -1.33 0.09 -0.70 -0.32
H -0.23918 -1.13394 1.05132 -0.09 -0.30 -0.30 0.01
H 0.57209 -3.89043 0.99568 1.83 -0.95 2.66 -0.58
O -0.25795 0.57637 2.15558 1.02 1.08 0.10 -0.15
H 0.53969 1.08763 1.77760 -0.93 -0.18 0.69 0.03
O 1.87973 0.61598 -1.18752 0.87 -0.51 -1.31 -0.16
O 1.48729 2.09053 0.75573 -0.76 -0.76 -0.44 -0.40
C -0.56654 0.52707 -0.28653 0.99 -0.06 1.42 -0.31
H -1.84815 -0.34868 1.18341 1.10 0.03 0.16 0.12
H 2.05435 0.00996 -0.46954 0.35 -0.57 0.18 0.06
O 0.43971 2.72377 -1.50369 0.15 0.09 -0.96 -0.37
P 0.84620 1.65265 -0.57022 -0.49 1.87 2.14 0.23
H -1.00085 0.43396 -2.35798 0.06 0.18 0.46 0.06
C -1.20402 0.08535 -1.33818 0.41 0.89 -1.69 -0.03
H -1.85551 -0.72041 -1.29493 -1.40 -1.47 0.34 0.03
S -0.11274 -3.54336 0.01652 -1.78 0.57 -2.72 -0.22
```
Positions in Å, forces in eV/Å.

***

Record 4
The following is a DFT calculation (ωB97M-V/def2-TZVPD) of 2 unconnected molecules or ions with the total composition C3H7OP.

Results
Relative energy (zero: lowest compared OMol25 entry of this formula, charge and spin) = 1.739 eV
Net charge = 0
Multiplicity = 1
E_HOMO = -9.58 eV
Calculated total energy = -535.0143 a.u.

```
12
Properties=species:S:1:pos:R:3:forces:R:3:lowdin_charge:R:1
H -0.19309 0.24836 1.92298 0.67 0.44 -0.66 0.09
H 1.25495 -0.33132 1.01995 -0.40 0.37 0.03 0.05
C 0.03480 0.96692 -0.15173 2.92 -0.92 -1.50 -0.30
H -1.18100 1.74860 -1.60540 0.14 0.18 -1.68 0.03
P 0.57675 -2.89766 -0.79918 -1.97 1.77 -0.15 0.75
O 1.62959 -3.70694 -0.21741 1.27 -1.23 -0.18 -0.56
C -1.11327 1.24766 -0.69239 -1.30 0.41 1.12 -0.02
H 0.91247 0.96865 -0.85301 -0.79 0.61 0.32 0.11
H 0.31489 -3.11928 -2.25571 0.69 -0.53 0.33 -0.14
C 0.56880 0.52971 1.14641 -0.55 -0.69 1.42 -0.14
H -2.04925 1.22019 -0.17990 -0.47 -0.16 0.65 0.05
H 1.20064 1.36065 1.49170 -0.20 -0.25 0.30 0.08
```
Positions in Å, forces in eV/Å.

***

Record 5
The following is a DFT calculation (ωB97M-V/def2-TZVPD) of a single C3H7OPS2 molecule.

Results
Relative energy (zero: lowest compared OMol25 entry of this formula, charge and spin) = 3.234 eV
Net charge = 0
Multiplicity = 1
E_HOMO = -7.32 eV
Calculated total energy = -1331.3996 a.u.

```
14
Properties=species:S:1:pos:R:3:forces:R:3:lowdin_charge:R:1
H 2.09923 -1.48111 0.12917 1.45 -1.04 0.93 0.07
C 1.16078 -1.14133 -0.17108 0.23 -0.42 -0.29 -0.55
H 0.55824 -1.90219 -0.58199 -0.58 -1.24 -0.23 0.05
H 0.39058 0.12267 -1.75270 2.26 -0.35 0.88 0.14
O 1.92160 0.98568 -0.58236 0.46 2.44 1.85 -0.52
H 2.13331 -0.39997 -1.92052 1.36 -1.04 -1.45 0.10
C -2.36290 0.68742 0.82778 -1.67 0.36 0.07 -0.54
H -3.15959 0.48505 1.62371 0.86 0.01 -1.50 0.06
C 1.44109 -0.11729 -1.20643 -4.80 1.09 -0.52 -0.41
P 1.38110 1.30716 1.02341 0.01 -0.32 -0.79 0.65
S 0.32452 -0.44232 1.25066 0.70 0.38 -0.55 0.43
S -1.53590 -0.70923 0.09879 -0.59 -0.07 0.51 0.52
H -1.65512 1.33118 1.31111 0.82 0.40 0.27 -0.03
H -2.69693 1.27428 -0.04955 -0.49 -0.20 0.82 0.03
```
Positions in Å, forces in eV/Å.

***

Record 6
The following is a DFT calculation (ωB97M-V/def2-TZVPD) of 2 unconnected molecules or ions with the total composition C3H7OS.

Results
Relative energy (zero: lowest compared OMol25 entry of this formula, charge and spin) = 0.974 eV
Net charge = -1
Multiplicity = 1
E_HOMO = -2.53 eV
Calculated total energy = -591.9325 a.u.

```
12
Properties=species:S:1:pos:R:3:forces:R:3:lowdin_charge:R:1
H 2.69292 -1.68608 1.23422 0.01 -0.16 0.10 0.04
C -2.11165 1.33168 -0.75065 -0.46 -0.03 -0.13 -0.16
O -3.05749 1.62418 -0.05863 -0.05 0.07 0.13 -0.06
H -0.09141 -0.46199 1.17881 -0.09 0.00 0.15 0.02
H 1.39539 0.42142 1.46619 0.15 -0.01 0.19 0.02
S 1.13147 -0.14823 -0.87880 0.05 0.03 0.24 0.09
H 1.22776 -2.53537 0.71170 0.12 -0.02 0.01 0.04
C 0.97366 -0.43024 0.93536 -0.21 -0.13 -0.65 -0.83
H -1.12617 1.05569 -0.36099 0.25 -0.03 -0.09 -0.02
H 1.34730 -2.02109 2.40089 0.24 0.10 -0.03 0.05
H -2.24377 1.30735 -1.85445 0.27 -0.03 0.08 0.07
C 1.61169 -1.74996 1.36648 -0.30 0.20 -0.02 -0.26
```
Positions in Å, forces in eV/Å.

***

Record 7
The following is a DFT calculation (ωB97M-V/def2-TZVPD) of 2 unconnected molecules or ions with the total composition C3H7OS.

Results
Relative energy (zero: lowest compared OMol25 entry of this formula, charge and spin) = 1.357 eV
Net charge = -1
Multiplicity = 1
E_HOMO = -2.47 eV
Calculated total energy = -591.9184 a.u.

```
12
Properties=species:S:1:pos:R:3:forces:R:3:lowdin_charge:R:1
C -1.22730 -0.29119 0.58418 -1.32 -0.86 -1.66 -0.89
H -1.11056 -1.91104 2.02123 -0.02 -0.09 -0.26 0.04
H -1.83541 -2.40130 0.45137 0.32 0.35 0.35 0.05
H -2.76986 -1.50997 1.65385 0.09 0.31 -0.28 0.04
S 0.55239 -0.29111 0.26983 0.19 0.24 0.29 0.11
H 2.45554 1.72017 -0.70757 0.64 0.69 -0.12 0.02
H 3.29071 1.05510 -2.19862 0.73 0.01 0.01 0.07
H -1.69345 0.54867 1.10034 0.54 0.32 0.28 0.03
O 2.85931 3.00365 -2.28292 0.52 0.57 0.28 -0.05
C -1.76466 -1.58621 1.19837 0.04 -0.71 0.72 -0.27
C 2.97600 1.97465 -1.67355 -2.05 -1.34 -0.10 -0.17
H -1.73273 -0.31142 -0.41649 0.30 0.51 0.50 0.02
```
Positions in Å, forces in eV/Å.

***

Record 8
The following is a DFT calculation (ωB97M-V/def2-TZVPD) of 2 unconnected molecules or ions with the total composition C3H7OS.

Results
Relative energy (zero: lowest compared OMol25 entry of this formula, charge and spin) = 2.347 eV
Net charge = -1
Multiplicity = 1
E_HOMO = -2.61 eV
Calculated total energy = -591.8820 a.u.

```
12
Properties=species:S:1:pos:R:3:forces:R:3:lowdin_charge:R:1
H -1.43963 -0.06896 -0.47385 -0.35 -0.16 -0.37 -0.04
C 2.02074 1.25400 1.87946 -3.78 -3.18 -0.16 -0.19
C -2.31736 -0.67082 -0.78586 -1.04 2.07 -4.70 -0.12
C 1.05111 1.06226 0.59178 0.99 0.13 -0.73 -0.77
H 0.07547 1.18005 0.89292 -2.36 0.63 1.14 -0.06
H -2.63727 -1.35101 -0.00815 -0.61 -0.77 -0.07 0.05
S 0.92431 -0.68929 -0.06901 0.78 0.76 0.12 0.11
H 1.10172 1.91496 -0.21616 0.80 -1.60 1.26 0.06
O -2.85396 -0.52952 -1.95550 1.90 -1.05 5.07 -0.13
H 2.47276 0.23581 1.92686 0.68 1.27 0.06 0.02
H 2.51112 2.11839 1.64274 2.31 1.86 0.04 -0.01
H 1.43166 1.36284 2.87158 0.69 0.05 -1.66 0.07
```
Positions in Å, forces in eV/Å.

***

HOMO-LUMO gap, record by record: 8.1, 9.5, 6.7, 8.6, 7.1, 6.6, 6.4, 6.7 eV